(1)
Computed, not measured: C3H9Cl2N2O5Sn2 as an isolated structure at a distorted geometry, with ωB97M-V/def2-TZVPD.

XYZ file:
```
23
Properties=species:S:1:pos:R:3:nbo_charge:R:1
Sn -5.17 2.98 3.65 1.54
Sn -5.07 -4.49 0.01 1.51
O -2.02 -0.05 0.54 -0.59
H -1.46 0.29 -0.18 0.44
C -1.88 2.21 -5.24 -0.47
N -3.15 1.66 -4.62 0.52
O -3.94 2.39 -3.98 -0.42
O -3.42 0.48 -4.72 -0.37
H -1.20 1.37 -5.30 0.24
H -1.61 3.02 -4.56 0.24
H -2.22 2.60 -6.19 0.26
C 1.00 -1.47 5.12 -0.48
N 1.13 -0.03 5.54 0.52
O 2.14 0.57 5.25 -0.33
O 0.20 0.55 6.12 -0.42
H 1.72 -1.60 4.31 0.24
H -0.02 -1.59 4.77 0.21
H 1.11 -2.17 5.95 0.26
C 4.95 -1.38 -1.29 -0.40
Cl 3.79 -2.64 -1.74 0.01
Cl 4.11 0.17 -1.15 0.01
H 5.27 -1.62 -0.27 0.24
H 5.74 -1.26 -2.02 0.25
```

Energy above the lowest of the compared OMol25 structures with the same formula, charge and spin in kcal/mol: 170.1
HOMO in eV: -15.598
Multiplicity: 1
Charge: +3



(2)
Computed, not measured: a 2-piece molecular cluster, C6H7NO overall at a distorted geometry, with ωB97M-V/def2-TZVPD.

XYZ file:
```
15
Properties=species:S:1:pos:R:3:nbo_charge:R:1
C 1.72 2.16 0.08 0.72
C -0.84 -0.83 1.00 0.19
C -0.79 -1.49 -1.31 0.28
C 2.92 1.72 0.19 -0.79
C -0.63 -1.67 -2.64 -0.50
C -1.76 -0.31 2.02 -0.71
N -0.98 -1.01 -0.21 -0.38
O 0.58 2.38 0.06 -0.46
H 3.29 1.10 1.05 0.28
H 3.63 2.08 -0.45 0.25
H 0.21 -1.92 -3.13 0.21
H -1.58 -1.77 -3.15 0.21
H -2.26 0.53 1.52 0.22
H -1.10 0.14 2.77 0.24
H -2.41 -1.10 2.19 0.24
```

Energy above the lowest of the compared OMol25 structures with the same formula, charge and spin in kcal/mol: 129.8
HOMO in eV: -7.283
Multiplicity: 1



DFT total energy / Eh: -1952.66600, -362.60664